[1]
Here is C45H44OsP2 as an isolated structure from OMol25. Energies are from wB97M-V/def2-TZVPD.

Structure (XYZ):
```
92
Properties=species:S:1:pos:R:3:forces:R:3
Os 0.25194 0.76301 0.42106 0.2864 0.3111 1.9672
C -1.83756 0.73464 -3.32222 -1.0291 -0.9315 -1.3509
C -1.42642 -0.52757 -3.11315 -1.0785 0.0847 -1.2869
C -0.37642 -1.18647 -3.95392 0.3501 -0.1277 -0.2423
C 1.00792 -0.48605 -3.99892 0.3950 -0.1906 -0.4983
C 1.33359 0.45674 -2.87461 0.7156 0.9676 -1.0128
C 0.70415 1.63300 -2.63970 1.0740 0.1985 -1.0275
C 0.07114 2.34972 -3.80611 -0.6889 0.1906 -0.1539
C -1.21818 1.68511 -4.31268 -0.3509 0.2399 -0.2904
C 1.77566 0.43662 1.76834 1.6978 0.6528 2.5965
H -2.86300 1.01486 -3.03804 0.7317 -0.2222 0.2485
H -2.11966 -1.22009 -2.60586 0.4406 0.4856 -0.1381
H -0.74649 -1.24979 -4.99588 0.0508 0.0030 0.4461
H -0.23547 -2.22135 -3.62357 -0.0343 0.2123 -0.1052
H 1.78016 -1.27048 -3.98023 -0.2397 0.2110 -0.1402
H 1.13669 0.00097 -4.98389 -0.0881 0.0690 0.3772
H 2.39851 0.36260 -2.61928 -0.9351 -0.3753 0.8974
H 0.89152 2.27259 -1.77240 0.5467 -0.3047 -0.5627
H 0.79858 2.38527 -4.64497 -0.2203 -0.0440 0.5946
H -0.12904 3.40275 -3.54720 0.0646 -0.4190 0.0866
H -1.94665 2.47838 -4.52133 0.1068 -0.2531 -0.0860
H -1.02950 1.18344 -5.27868 -0.0876 0.0032 0.4054
H 1.58148 1.37386 2.33543 0.1854 -0.6623 0.0778
H 2.88096 0.42401 1.79059 -0.4134 -0.0444 -0.4801
H 1.44291 -0.44247 2.31775 0.2399 0.0934 0.1247
P -1.19159 -0.96207 -0.08255 -1.2763 -0.5605 -0.4428
P 2.21038 -0.21638 -0.27414 0.8296 0.5944 -0.1767
C 0.01299 -1.91637 -1.03947 1.2331 0.0163 -0.5269
C 1.34101 -1.59063 -1.11803 -0.6005 -1.1276 -0.7375
C -2.16255 -2.34484 0.58429 0.3381 -0.3044 0.7735
C -2.78604 -3.28590 -0.25928 -0.1717 0.1682 0.4451
C -3.60040 -4.27784 0.29720 0.2256 0.0777 0.2545
C -3.71095 -4.39468 1.69302 0.1396 0.3227 -0.1059
C -3.04430 -3.48480 2.52793 -0.0173 -0.1794 -0.1950
C -2.25610 -2.47168 1.97763 -0.4456 -0.0435 -0.3000
C -2.56601 0.21253 -0.60859 -0.2538 -0.3575 0.0202
C -2.16718 1.54088 -0.85069 0.3822 0.0054 0.6646
C -3.09557 2.56725 -0.99917 0.0248 0.0057 0.2000
C -4.45642 2.25478 -0.89336 -0.0388 -0.1211 0.0396
C -4.87411 0.93746 -0.67734 0.1634 -0.0581 0.0123
C -3.93719 -0.09635 -0.54267 0.7974 0.4263 0.0091
C 3.72267 -1.15466 0.26832 -0.7671 -0.2567 0.7975
C 3.51628 -2.46646 0.73795 0.3474 0.0248 -0.2360
C 4.59511 -3.21742 1.20404 0.0911 0.2016 0.0184
C 5.88576 -2.66928 1.19877 -0.2397 0.1846 -0.1348
C 6.08664 -1.34369 0.79173 -0.3716 -0.2384 0.1952
C 4.99288 -0.56480 0.40768 -0.0913 -0.0464 -0.1947
C 3.04325 1.42346 -0.68685 0.1577 -0.3821 -0.9148
C 2.42969 2.56531 -0.16150 -0.1707 0.0527 -0.5818
C 2.79727 3.82874 -0.63282 0.0199 -0.0613 0.2601
C 3.87148 3.95229 -1.51617 -0.2854 0.2663 0.2454
C 4.54516 2.82475 -1.97919 -0.1456 -0.2769 -0.0741
C 4.09188 1.55919 -1.62275 -0.4121 0.1146 0.4423
H -0.34538 -2.89047 -1.38695 0.3918 0.2935 -0.2472
H 2.03823 -2.27571 -1.60796 -0.4111 -0.2121 -0.0243
H -2.65725 -3.24145 -1.33976 -0.1335 0.0831 0.1577
H -4.15097 -4.95947 -0.35694 0.3180 0.1708 0.2501
H -4.30858 -5.20313 2.12602 0.1833 0.4012 -0.1708
H -3.14032 -3.55950 3.61094 0.0471 -0.0889 -0.2664
H -1.72774 -1.75242 2.61204 -0.2381 -0.3653 -0.1536
H -1.05537 1.76064 -0.92978 -1.2777 0.0639 -0.2312
H -2.76968 3.59886 -1.19299 -0.1673 -0.5243 0.1226
H -5.19945 3.04855 -0.95723 0.1686 -0.1849 -0.0901
H -5.93446 0.69168 -0.58961 0.3111 0.1947 -0.1075
H -4.25015 -1.12255 -0.36824 -0.0566 0.2338 -0.0019
H 2.50810 -2.89393 0.74714 0.4056 0.0596 -0.0718
H 4.42458 -4.22778 1.57639 0.1086 0.2651 -0.1160
H 6.73080 -3.26339 1.54233 -0.1961 0.1056 -0.1230
H 7.08503 -0.90383 0.79422 -0.3139 -0.1383 0.1240
H 5.13456 0.50477 0.23151 0.0326 -0.5624 -0.0743
H 1.51153 2.44694 0.47977 1.1393 0.6875 -0.3329
H 2.21080 4.69388 -0.30893 0.4264 -0.1943 -0.1261
H 4.15646 4.94076 -1.86933 0.0172 -0.1935 0.1023
H 5.38975 2.91963 -2.65956 -0.2491 0.0410 0.0987
H 4.51546 0.67040 -2.09529 0.0413 0.2570 0.2239
C -1.36650 -0.82352 6.05806 -2.1757 0.2122 -0.5654
C -0.06158 -0.64876 5.58182 1.5499 0.7751 -1.4397
C 0.17275 -0.02233 4.35776 0.9649 -0.5058 0.8895
C -0.87057 0.46831 3.54570 -0.1353 0.6242 -1.5285
C -0.74933 1.08413 2.21056 0.2528 0.6851 1.2452
C -1.64008 2.11777 1.95700 0.9853 -0.4987 0.1367
C -2.94174 2.07477 2.49448 -1.5789 -0.3811 1.6134
C -3.25083 1.13557 3.47070 -0.1888 0.6132 -0.2721
C -2.20734 0.41076 4.10668 -0.5996 0.1434 -0.0369
C -2.42062 -0.33321 5.29315 0.1424 -0.7232 1.0030
H -1.53560 -1.33675 7.00581 -0.0982 0.1665 -0.3232
H 0.78643 -1.01995 6.16396 -0.2782 0.2002 -0.2278
H 1.20917 0.12351 4.05158 -0.5491 -0.1550 0.2612
H -1.31913 2.93333 1.31011 -0.3918 -0.1720 0.0182
H -3.68211 2.79184 2.13313 0.0307 -0.4093 0.0891
H -4.26303 1.00742 3.84387 0.1371 0.1822 -0.0792
H -3.44668 -0.50742 5.61333 0.2033 0.2552 0.0709
```
Positions in Å, forces in eV/Å.

Output
E_HOMO (alpha / beta): -11.825 / -12.962 eV
Electronic energy: -68396.535 eV
Net charge: +2
Energy above the lowest of the compared OMol25 structures with the same formula, charge and spin: 83.5 kcal/mol
Multiplicity: 5
Frontier orbital gap (alpha / beta): 6.15 / 3.54 eV

[2]
Here is a 2-piece molecular cluster, C13H25N2OPSSi overall from OMol25. Energies are from wB97M-V/def2-TZVPD.

Structure (XYZ):
```
44
Properties=species:S:1:pos:R:3:forces:R:3
C 3.48165 -2.55269 0.96216 0.1040 1.1629 0.3220
C 3.17610 -1.06468 0.50942 0.8349 -0.4829 -1.0574
C 1.98944 -0.93721 -0.53123 0.5365 0.2954 0.1596
C 2.02491 -2.05586 -1.65560 -0.4613 0.5452 -0.3596
Si 0.26379 -0.78184 0.30767 0.8469 -0.5556 -1.2615
C -1.02527 -0.91849 -1.08073 -0.9987 -0.2841 0.3892
C -2.49653 -1.12440 -0.60633 -2.0552 0.1800 -0.1745
C -2.92140 -1.79530 0.60667 -1.4613 0.8187 -1.4880
C -4.36585 -1.93261 0.86718 0.1770 0.4277 -1.0028
C -5.39016 -1.44502 -0.03169 1.2398 0.5478 -0.5503
C -6.92537 -1.61288 0.19463 0.4694 -0.1733 -1.0486
C -4.96651 -0.74332 -1.24711 2.0822 -0.9212 1.3040
C -3.55182 -0.60980 -1.50397 -0.4619 -0.6527 1.1822
P 0.24792 1.30205 1.15119 0.3802 1.0250 -0.9235
S 0.38922 2.49829 -0.42404 -0.2022 0.0636 -0.0082
H 3.81077 -3.20344 0.11539 -0.5321 0.5847 0.6490
H 4.36614 -2.48927 1.65643 -1.0762 -0.3238 -0.3764
H 2.56678 -2.95965 1.45866 0.9412 -0.0329 -0.2433
H 3.06588 -0.35718 1.37463 -0.0425 -0.7950 -0.6340
H 4.10657 -0.72095 -0.03354 -0.8887 -0.1675 0.5898
H 2.13541 0.05457 -1.05285 -0.2129 -0.9054 0.5756
H 2.99882 -2.59418 -1.73840 -0.7405 0.5141 0.2264
H 1.20235 -2.81084 -1.54605 0.8612 0.4738 -0.0324
H 1.85629 -1.53357 -2.63579 0.0822 -0.6480 0.7842
H 0.09925 -1.75558 1.39582 -0.0843 -0.1863 0.1577
H -0.96466 0.01655 -1.69461 0.0180 -0.7717 0.4643
H -0.74451 -1.78987 -1.73360 -0.1167 0.8160 0.5567
H -2.16241 -2.20994 1.31194 -0.9038 0.3717 -0.6159
H -4.73013 -2.45537 1.78829 0.5897 0.5048 -0.8973
H -7.41451 -0.63642 0.44916 0.4781 -0.9575 0.1308
H -7.35073 -1.90253 -0.81057 0.3106 0.2485 1.0197
H -7.19219 -2.44422 0.88977 0.2948 0.9110 -0.2840
H -5.67655 -0.33702 -2.00250 0.4825 -0.4433 0.8509
H -3.24209 -0.10375 -2.44674 -0.1743 -0.4160 0.8832
H 1.44670 1.53126 1.90545 -0.8627 -0.3831 0.3915
H -0.93120 1.58366 1.89798 0.6082 -0.2461 0.3406
N 2.94504 5.23314 0.53864 -0.3228 -0.0306 0.1382
C 4.14617 4.59309 0.56652 -0.1611 -0.1382 0.0017
N 5.22624 5.40743 0.38417 0.4260 0.0667 -0.0328
O 4.25072 3.39066 0.74043 0.0639 0.0402 0.0594
H 2.85007 6.22097 0.39715 0.0080 -0.0507 -0.0075
H 2.11952 4.67095 0.66831 0.0028 -0.0232 -0.1700
H 6.13416 4.97853 0.39715 -0.0860 0.0420 -0.0082
H 5.15197 6.39674 0.24055 0.0069 -0.0508 -0.0007
```
Positions in Å, forces in eV/Å.

Output
E_HOMO: -8.211 eV
SMILES: CC[C@@H](C)[Si@H](Cc1ccc(C)cc1)[PH2]=S.NC(N)=O
Electronic energy: -46915.967 eV
Net charge: 0
Multiplicity: 1
Frontier orbital gap: 8.99 eV

[3]
Here is a 2-piece molecular cluster, C6H13N overall from OMol25. Energies are from wB97M-V/def2-TZVPD.

Structure (XYZ):
```
20
Properties=species:S:1:pos:R:3:forces:R:3
C 0.55326 1.77214 -1.72298 -1.6481 -0.9150 -0.3373
C -0.65625 1.20162 -2.00801 1.0351 0.9043 0.5649
C -1.19534 -0.21455 -1.84181 0.1026 0.7320 -0.0145
C -2.16564 -0.22152 -0.62756 -0.5598 -0.9779 -0.2466
H 0.72686 2.84880 -1.88069 -0.2075 -0.6630 0.1530
H 1.37486 1.18691 -1.30694 -0.1238 0.0583 -0.2795
H -1.47532 1.87861 -2.28134 0.3882 -0.0064 -0.2331
H -1.73744 -0.47254 -2.80373 0.6091 0.0725 1.1367
H -0.40245 -0.94946 -1.62231 -0.2365 0.2789 -0.3699
H -2.89135 0.63533 -0.62392 0.6106 -0.8386 -0.1365
H -2.72049 -1.21291 -0.68150 0.3698 1.2948 0.3516
H -1.58520 -0.20596 0.31618 -0.3106 0.0448 -0.5418
C 1.66805 -1.88969 1.96443 -1.4067 -0.2859 -0.1344
N 0.89666 -0.94822 1.58829 0.9381 -1.2192 -0.0174
C 1.03505 0.30298 2.26327 0.1437 0.1350 0.0260
H 1.50329 -2.87764 1.48205 0.4952 0.6386 0.3522
H 2.32323 -1.81843 2.85689 -0.0052 0.0468 -0.5883
H 1.17135 1.07511 1.53026 -0.0139 0.5079 -0.4040
H 1.87923 0.33170 2.94195 0.2567 -0.0012 0.4093
H 0.12200 0.51222 2.79099 -0.4371 0.1934 0.3096
```
Positions in Å, forces in eV/Å.

Output
E_HOMO: -9.276 eV
SMILES: C=CCC.C=NC
Electronic energy: -7920.954 eV
Net charge: 0
Energy above the lowest of the compared OMol25 structures with the same formula, charge and spin: 43.3 kcal/mol
Multiplicity: 1
Frontier orbital gap: 10.38 eV

- Look up the net charge of the second one.
  0